1.
Computed, not measured: a 4-piece molecular cluster, C18H34N5O5 overall, with the ωB97M-V functional and the def2-TZVPD basis.

Output
**Energy relative to the best compared isomer or geometry (same formula, charge and spin)**: 6.2169 eV

The geometry in ORCA input format:
```
! RIJCOSX wB97M-V def2-TZVPD def2/J DEFGRID3
* xyz 1 1
C 0.59 0.28 0.37
C -0.80 -0.62 0.15
O -0.70 -1.96 0.18
N -2.07 0.17 -0.04
N -3.13 -0.69 -0.29
C -4.36 -0.40 0.30
N -5.59 -1.27 0.16
C -6.62 -0.55 1.01
N -6.01 0.73 1.59
N -4.68 0.82 1.18
C -1.94 1.26 -1.08
C -2.11 2.84 -0.56
O -1.67 1.10 -2.38
H 0.30 1.06 1.23
H 1.43 -0.47 0.69
H 0.82 0.85 -0.64
H -3.07 -1.57 -0.85
H -7.75 -0.85 1.25
H -6.48 1.45 2.19
H -4.05 1.61 1.44
H -2.93 3.43 -1.18
H -1.05 3.38 -0.61
H -2.41 2.82 0.58
C 2.90 -0.78 -3.91
C 3.26 0.69 -3.88
C 3.02 1.05 -2.43
O 3.28 -0.13 -1.66
C 3.39 -1.25 -2.56
H 3.34 -1.33 -4.74
H 1.81 -0.89 -3.97
H 4.32 0.81 -4.13
H 2.68 1.30 -4.58
H 1.98 1.34 -2.26
H 3.67 1.86 -2.09
H 4.45 -1.54 -2.60
H 2.81 -2.09 -2.17
C 8.65 -2.54 -3.62
C 8.72 -1.62 -2.42
C 7.27 -1.22 -2.24
O 6.47 -2.32 -2.70
C 7.32 -3.24 -3.39
H 9.49 -3.23 -3.69
H 8.60 -1.94 -4.54
H 9.06 -2.18 -1.54
H 9.39 -0.77 -2.56
H 7.02 -0.34 -2.86
H 7.02 -0.99 -1.20
H 7.45 -4.12 -2.76
H 6.85 -3.54 -4.33
C -7.14 1.44 5.99
C -6.17 0.34 6.33
C -5.18 0.44 5.19
O -5.14 1.81 4.79
C -6.24 2.50 5.41
H -7.72 1.80 6.85
H -7.85 1.09 5.23
H -5.67 0.57 7.28
H -6.63 -0.65 6.41
H -5.50 -0.16 4.33
H -4.17 0.12 5.48
H -5.83 3.15 6.19
H -6.75 3.13 4.67
*
```

---

2.
Computed, not measured: a 2-piece molecular cluster, C18H34N8O6P overall, with the ωB97M-V functional and the def2-TZVPD basis.

Output
**DFT total energy**: -1936.91174 Eh

The geometry in ORCA input format:
```
! RIJCOSX wB97M-V def2-TZVPD def2/J DEFGRID3
* xyz 1 1
N 2.66 -0.39 -1.89
C 3.07 1.03 -1.74
C 2.07 1.92 -2.45
O 2.63 3.23 -2.62
C 0.72 2.10 -1.72
N 0.64 1.45 -0.43
C 0.17 0.27 0.05
N -0.42 -0.72 -0.63
C -0.76 -0.76 -2.05
C -2.23 -0.39 -2.34
N -3.09 -1.24 -1.52
N -2.43 -0.75 -3.73
N -2.57 1.02 -2.07
P -0.70 -2.19 0.28
O 0.56 -2.87 0.59
N 0.41 0.16 1.36
C 1.03 1.26 1.69
N 1.20 2.07 0.66
C 1.85 3.38 0.69
O 0.93 4.34 1.11
C 0.80 5.43 0.24
C 1.80 6.39 0.17
C 1.66 7.46 -0.71
C 0.54 7.58 -1.52
C -0.47 6.62 -1.43
C -0.33 5.55 -0.55
H 2.37 -0.75 -0.98
H 3.47 -0.93 -2.15
H 4.01 1.17 -2.26
H 3.25 1.31 -0.71
H 1.88 1.50 -3.43
H 2.74 3.41 -3.56
H -0.08 1.81 -2.37
H 0.60 3.17 -1.54
H -0.05 -0.22 -2.67
H -0.67 -1.80 -2.37
H -3.78 -1.71 -2.09
H -3.60 -0.63 -0.90
H -3.40 -0.56 -3.98
H -1.85 -0.19 -4.35
H -2.45 1.55 -2.92
H -1.99 1.43 -1.35
H -1.60 -2.91 -0.50
H -1.42 -1.72 1.39
H 1.39 1.53 2.67
H 2.28 3.62 -0.28
H 2.66 3.30 1.41
H 2.67 6.32 0.80
H 2.45 8.20 -0.75
H 0.43 8.41 -2.20
H -1.35 6.68 -2.04
H -1.11 4.80 -0.47
C -0.52 -5.75 1.76
C 0.21 -6.75 2.62
O 0.00 -6.52 4.02
C -1.19 -6.90 4.49
O -2.07 -7.43 3.85
O -1.24 -6.61 5.79
C -2.49 -6.92 6.41
H -0.26 -4.73 2.05
H -0.28 -5.89 0.71
H -1.60 -5.86 1.88
H 1.29 -6.64 2.48
H -0.05 -7.77 2.37
H -2.76 -7.96 6.25
H -3.28 -6.27 6.03
H -2.35 -6.73 7.47
*
```

---

3.
Computed, not measured: a 3-piece molecular cluster, C18H34O13P2 overall, with the ωB97M-V functional and the def2-TZVPD basis.

Output
**SMILES**: O=C(O)CC1=CC(=O)OC1=O.CCOP(=O)(OCC)OCC.CCOP(=O)(OCC)OCC
**DFT total energy**: -2367.12603 Eh

The geometry in ORCA input format:
```
! RIJCOSX wB97M-V def2-TZVPD def2/J DEFGRID3
* xyz 0 1
O -4.93 -1.45 -4.50
C -4.61 -1.79 -5.59
O -5.53 -1.92 -6.60
C -3.13 -2.16 -5.88
C -2.96 -3.53 -5.27
C -2.24 -3.85 -4.21
C -2.48 -5.34 -4.05
O -2.05 -5.98 -3.14
O -3.26 -5.81 -5.07
C -3.65 -4.72 -5.83
O -4.41 -4.83 -6.74
H -5.72 -2.87 -6.65
H -2.88 -2.13 -6.94
H -2.45 -1.49 -5.35
H -1.64 -3.23 -3.57
O 0.49 1.08 -4.43
P 1.19 1.23 -3.12
O 1.91 -0.22 -2.88
C 3.04 -0.57 -3.69
C 4.31 0.11 -3.23
O -0.09 1.07 -2.09
C -1.42 1.36 -2.53
C -2.15 0.08 -2.85
O 2.06 1.97 -1.94
C 1.70 3.32 -1.56
C 0.87 3.32 -0.30
H 2.83 -0.34 -4.74
H 3.15 -1.65 -3.61
H 4.25 1.19 -3.39
H 5.17 -0.27 -3.77
H 4.46 -0.04 -2.16
H -1.42 2.04 -3.38
H -1.93 1.87 -1.71
H -1.62 -0.53 -3.58
H -3.16 0.27 -3.23
H -2.23 -0.53 -1.94
H 1.19 3.83 -2.38
H 2.64 3.85 -1.38
H -0.18 3.15 -0.52
H 0.93 4.29 0.20
H 1.19 2.54 0.39
O 1.52 2.22 4.14
P 1.43 0.95 4.94
O 0.25 0.23 4.04
C 0.58 -0.36 2.78
C 1.25 -1.71 2.95
O 0.50 1.58 6.15
C 0.61 2.95 6.54
C -0.51 3.77 5.93
O 1.47 -0.44 5.84
C 2.25 -0.46 7.06
C 1.36 -0.26 8.28
H 1.22 0.32 2.21
H -0.35 -0.47 2.23
H 2.23 -1.61 3.41
H 1.38 -2.20 1.98
H 0.65 -2.35 3.60
H 1.58 3.36 6.27
H 0.54 2.99 7.63
H -0.54 3.67 4.85
H -0.40 4.83 6.18
H -1.48 3.43 6.31
H 3.05 0.29 7.03
H 2.73 -1.44 7.12
H 1.17 0.80 8.45
H 1.85 -0.65 9.17
H 0.40 -0.75 8.14
*
```

---

no.,F_max (eV Å⁻¹)
1,8.805
2,1.036
3,9.107